A 9-piece molecular cluster, C73H165F2N5O9P3S2 overall at a distorted geometry, computed with ωB97M-V/def2-TZVPD.

As for the net charge: +5. Its multiplicity is 1. The molecular weight comes out at 1452.20 g mol⁻¹. As for the largest force on an atom: 0.1202 Eh/bohr. For the LUMO energy, the calculation gives -9.4 eV.

Element x y z (Å)
N1 1.1325 0.5940 -1.2058
S1 1.0810 0.8755 0.3018
O1 1.1424 -0.3007 1.1450
O2 0.2486 1.9721 0.7545
F1 2.5611 1.4491 0.4604
S2 -0.3260 -0.3250 -1.3006
O3 -1.5255 0.3067 -0.8703
O4 -0.2069 -1.7351 -1.0703
F2 -0.4532 -0.3402 -2.8963
C1 -0.3957 -2.2787 -5.8084
C2 0.7378 -2.7704 -6.6604
O5 1.4619 -3.6609 -6.3636
N2 0.9197 -2.1523 -8.0439
H1 0.0900 -2.4797 -8.5454
H2 0.8174 -1.1399 -7.9913
C3 2.2019 -2.5715 -8.8094
H3 -1.3589 -2.5608 -6.2398
H4 -0.3840 -1.2065 -5.5995
H5 -0.3574 -2.7302 -4.8191
H6 1.7757 -2.8500 -9.7734
H7 2.6241 -3.4721 -8.3783
H8 2.8284 -1.7065 -8.9976
C4 3.2869 -1.2943 -3.0106
C5 3.1990 -0.1474 -4.0011
O6 3.7585 -0.1971 -5.0462
N3 2.3448 1.0372 -3.5863
H9 1.5954 0.9980 -4.2786
H10 1.9196 0.8010 -2.6670
C6 3.1424 2.3376 -3.6922
H11 3.9583 -2.0645 -3.3789
H12 2.3338 -1.8336 -2.9263
H13 3.4032 -0.9885 -1.9699
H14 2.4886 3.1580 -3.9653
H15 4.0085 2.1704 -4.3255
H16 3.5092 2.4615 -2.6736
C7 -0.0514 -6.4963 -3.4388
C8 -0.6046 -5.2200 -2.7949
C9 -2.0846 -5.3301 -2.3421
C10 -2.6608 -3.9831 -2.0636
N4 -4.0941 -3.9306 -1.4788
C11 -4.3959 -2.5059 -1.1009
C12 -3.6789 -2.2954 0.2155
C13 -3.5808 -3.6756 0.8577
C14 -4.2503 -4.6182 -0.1249
C15 -5.0795 -4.5481 -2.4150
H17 -0.8154 -6.7949 -4.1568
H18 -0.0570 -7.2343 -2.6330
H19 0.9450 -6.4645 -3.8695
H20 -0.5187 -4.4059 -3.5231
H21 0.0811 -4.9046 -2.0027
H22 -2.1494 -5.8995 -1.4144
H23 -2.7523 -5.7745 -3.0836
H24 -2.7122 -3.3344 -2.9401
H25 -2.0095 -3.5586 -1.2966
H26 -5.4642 -2.3021 -1.0411
H27 -4.0037 -1.8781 -1.9043
H28 -4.2047 -1.5421 0.8035
H29 -2.7405 -1.7660 0.0571
H30 -4.0628 -3.6569 1.8347
H31 -2.5661 -4.0348 1.0377
H32 -5.3060 -4.6671 0.1381
H33 -3.8057 -5.6103 -0.1121
H34 -6.1003 -4.3415 -2.1105
H35 -4.8746 -5.6137 -2.5080
H36 -4.8116 -4.1668 -3.4024
C16 5.9326 -0.1579 -0.4151
C17 7.0761 0.6395 0.2937
C18 7.0850 0.3756 1.7955
C19 8.2094 1.1309 2.5398
N5 8.2713 0.8077 4.0561
C20 9.3695 1.7203 4.6702
C21 8.6594 2.4391 5.8280
C22 7.4212 1.6558 6.1475
C23 6.9887 1.2494 4.7511
C24 8.6539 -0.6403 4.2981
H37 4.9851 0.1686 0.0152
H38 6.2131 -1.2013 -0.2960
H39 5.9322 0.1642 -1.4568
H40 6.9825 1.7186 0.1639
H41 8.0478 0.2743 -0.0409
H42 7.2037 -0.7070 1.8893
H43 6.1497 0.6325 2.3007
H44 8.1881 2.2187 2.5142
H45 9.1976 0.8106 2.2080
H46 10.1436 1.0740 5.0792
H47 9.8145 2.3420 3.8990
H48 9.2592 2.4918 6.7357
H49 8.3118 3.4360 5.5552
H50 7.6172 0.8092 6.8058
H51 6.7140 2.3323 6.6247
H52 6.2581 0.4411 4.7336
H53 6.5842 2.0925 4.1919
H54 8.8418 -0.6991 5.3711
H55 9.6170 -0.8260 3.8303
H56 7.8304 -1.3179 4.0937
C25 -4.3594 6.8949 1.2479
C26 -4.5094 5.4051 1.3481
C27 -4.1328 4.7860 2.7057
C28 -2.6317 4.7916 2.8879
P1 -2.0020 4.0156 4.4086
C29 -2.5069 2.2632 4.4952
C30 -2.1178 1.4486 3.2488
C31 -2.2534 -0.0587 3.3873
C32 -3.7152 -0.4969 3.5751
C33 -0.1943 4.1697 4.5573
C34 0.7411 3.9116 3.3655
C35 2.1328 4.5254 3.5120
C36 3.1907 3.7805 2.6684
C37 -2.7890 4.9046 5.8062
C38 -2.1573 4.6970 7.1822
C39 -1.2584 5.8567 7.6407
C40 -0.7971 5.7146 9.0851
H57 -4.8178 7.4038 2.0976
H58 -4.7174 7.3130 0.3056
H59 -3.3420 7.3010 1.2036
H60 -4.0382 4.9568 0.4690
H61 -5.5682 5.1521 1.2469
H62 -4.3765 3.7210 2.6398
H63 -4.7579 5.2213 3.4841
H64 -2.1500 5.7733 2.9483
H65 -2.1671 4.2505 2.0594
H66 -3.5676 2.1530 4.7229
H67 -2.0160 1.8404 5.3780
H68 -1.1420 1.6562 2.8032
H69 -2.7865 1.7459 2.4329
H70 -1.7122 -0.4407 4.2586
H71 -1.8370 -0.5600 2.5106
H72 -4.3197 -0.0822 2.7639
H73 -4.0994 -0.0816 4.5068
H74 -3.8972 -1.5705 3.5507
H75 0.1148 3.5838 5.4247
H76 -0.1192 5.2392 4.7830
H77 0.3133 4.3990 2.4862
H78 0.7481 2.8369 3.1776
H79 2.5070 4.5130 4.5383
H80 2.0028 5.5761 3.2504
H81 3.0665 2.7087 2.8496
H82 4.2337 3.8920 2.9734
H83 3.1820 3.9505 1.5927
H84 -3.8398 4.6060 5.8197
H85 -2.8312 5.9804 5.6175
H86 -1.6202 3.7501 7.2920
H87 -2.9206 4.6699 7.9632
H88 -1.8471 6.7648 7.4843
H89 -0.3808 5.9427 6.9916
H90 -1.6945 5.5410 9.6761
H91 -0.1181 6.4874 9.4366
H92 -0.1498 4.8316 9.0851
C41 -3.6957 -1.7663 -8.2589
C42 -2.9271 -0.5682 -8.7532
C43 -3.4069 0.7468 -8.1090
C44 -2.9564 0.8419 -6.6643
P2 -3.5676 2.2120 -5.5902
C45 -2.2917 2.4392 -4.3247
C46 -2.3980 3.5137 -3.2363
C47 -1.4339 3.4926 -2.0436
C48 0.0510 3.6924 -2.3979
C49 -3.7094 3.6742 -6.5863
C50 -2.3736 4.0391 -7.2473
C51 -2.5031 5.2410 -8.1864
C52 -3.2859 4.9798 -9.4581
C53 -5.1440 2.0188 -4.7322
C54 -5.9006 3.2763 -4.3427
C55 -6.9590 3.0459 -3.2622
C56 -8.0537 1.9958 -3.4544
H93 -4.6748 -1.7276 -8.7439
H94 -3.9018 -1.9068 -7.1957
H95 -3.2641 -2.7290 -8.5434
H96 -2.8712 -0.5662 -9.8398
H97 -1.8923 -0.7517 -8.4196
H98 -4.4932 0.8554 -8.1114
H99 -2.9849 1.5343 -8.7367
H100 -1.8691 0.9216 -6.5515
H101 -3.1691 -0.1248 -6.1999
H102 -1.3107 2.5644 -4.7928
H103 -2.2857 1.4499 -3.8434
H104 -3.4127 3.5390 -2.8350
H105 -2.2589 4.4101 -3.8513
H106 -1.5222 2.5786 -1.4583
H107 -1.6299 4.3777 -1.4365
H108 0.6790 3.4755 -1.5369
H109 0.1593 4.6671 -2.8746
H110 0.2854 2.9710 -3.1925
H111 -4.2634 4.4808 -6.1000
H112 -4.4891 3.5314 -7.3478
H113 -1.7839 3.2288 -7.6756
H114 -1.7780 4.3985 -6.3985
H115 -1.5407 5.6156 -8.5426
H116 -2.9152 6.1026 -7.6596
H117 -2.7928 5.0098 -10.4309
H118 -3.9446 5.8385 -9.6361
H119 -4.0214 4.1726 -9.4992
H120 -4.9809 1.3169 -3.9052
H121 -5.7517 1.3321 -5.3315
H122 -6.3908 3.6508 -5.2474
H123 -5.2679 4.1112 -4.0351
H124 -7.3442 3.9929 -2.8836
H125 -6.3962 2.6583 -2.4020
H126 -8.5455 1.7320 -2.5207
H127 -7.6158 1.0670 -3.8296
H128 -8.7936 2.2989 -4.1958
C57 5.5119 -4.3804 0.7478
C58 5.5095 -3.2822 1.8052
C59 4.4201 -3.5805 2.8549
C60 2.9937 -3.5753 2.2525
P3 1.6858 -3.8792 3.4575
C61 2.1813 -4.8293 4.8786
C62 1.1850 -4.8259 6.0567
C63 1.9199 -5.3133 7.3125
C64 0.9414 -5.8329 8.3539
C65 0.2745 -4.5182 2.5214
C66 0.5813 -5.6591 1.5070
C67 -0.7028 -6.2416 0.8934
C68 -1.6751 -6.8737 1.9509
C69 1.2761 -2.1782 4.0456
C70 2.2472 -1.1708 4.7398
C71 1.8090 0.2495 4.6244
C72 2.8072 1.2455 5.2783
H129 6.2815 -4.1826 -0.0032
H130 4.6075 -4.4700 0.1454
H131 5.7648 -5.3669 1.1373
H132 5.2952 -2.3089 1.3568
H133 6.4762 -3.1571 2.2947
H134 4.5692 -2.9468 3.7301
H135 4.5474 -4.6204 3.1668
H136 2.9624 -4.2660 1.4102
H137 2.7062 -2.6478 1.7441
H138 3.1223 -4.3340 5.1397
H139 2.4337 -5.8736 4.6871
H140 0.3240 -5.4147 5.7291
H141 0.6901 -3.8558 6.1557
H142 2.6862 -4.6785 7.7627
H143 2.5428 -6.1826 7.0778
H144 -0.0416 -5.3783 8.2189
H145 1.1936 -5.6618 9.4000
H146 0.8589 -6.9150 8.2561
H147 -0.0165 -3.6180 1.9666
H148 -0.5425 -4.7115 3.2156
H149 1.1145 -6.4777 1.9941
H150 1.1603 -5.2717 0.6694
H151 -0.3275 -7.0315 0.2394
H152 -1.1364 -5.4722 0.2539
H153 -1.1635 -7.7446 2.3555
H154 -2.6777 -7.1098 1.6010
H155 -1.8336 -6.1448 2.7463
H156 0.3670 -2.3454 4.6318
H157 0.9272 -1.6052 3.1806
H158 3.1941 -1.2162 4.1870
H159 2.5176 -1.5030 5.7442
H160 0.8731 0.3674 5.1773
H161 1.7661 0.5937 3.5901
H162 3.8462 1.0193 5.0289
H163 2.7462 1.1205 6.3605
H164 2.5642 2.2560 4.9612
O7 -3.9826 -3.2665 -4.6109
C73 -3.8718 -1.9289 -4.3691
O8 -4.9102 -1.2355 -4.4816
O9 -2.7567 -1.4959 -3.9394
H165 -4.9416 -3.1369 -4.8227